{
  "formula": "C13H16ClIN2Ni",
  "method": "ωB97M-V/def2-TZVPD",
  "elements": ["C", "C", "H", "H", "H", "H", "H", "H", "C", "C", "C", "C", "H", "H", "H", "H", "N", "C", "C", "N", "C", "C", "C", "H", "H", "C", "H", "H", "Ni", "I", "Cl", "C", "H", "H"],
  "coordinates": [[3.16, 3.74, 1.52], [4.20, 2.70, 1.09], [2.82, 4.36, 0.69], [3.54, 4.45, 2.26], [2.27, 3.24, 1.97], [3.74, 1.98, 0.40], [5.06, 3.17, 0.59], [4.62, 2.20, 1.97], [-2.70, 1.17, 0.03], [-3.85, 1.16, -0.75], [-4.08, 0.10, -1.64], [-3.11, -0.88, -1.75], [-2.51, 1.98, 0.76], [-4.56, 1.96, -0.64], [-4.97, 0.04, -2.24], [-3.20, -1.75, -2.39], [-1.70, 0.28, -0.19], [-1.91, -0.77, -1.04], [-0.78, -1.69, -1.11], [0.32, -1.33, -0.37], [1.36, -2.20, -0.30], [0.29, -3.73, -1.85], [1.38, -3.38, -1.04], [2.19, -1.93, 0.34], [2.24, -4.05, -0.98], [-0.80, -2.86, -1.87], [-1.70, -3.08, -2.45], [0.28, -4.64, -2.46], [0.20, 0.38, 0.66], [0.06, 2.79, 0.90], [-0.76, 0.08, 3.62], [-0.32, -0.76, 2.16], [0.45, -1.52, 2.37], [-1.24, -1.22, 1.75]],
  "s2": 2.01,
  "lumo_ev": [-1.004, -1.052],
  "orbital_gap_ev": [6.109, 6.669],
  "multiplicity": 3,
  "e_homo_ha": [-0.26142, -0.28377],
  "largest_force_ev_per_a": 2.23
}

{
  "formula": "C22H24Cl3N2OP2RbS",
  "method": "ωB97M-V/def2-TZVPD",
  "elements": ["Rb", "C", "P", "C", "C", "C", "C", "C", "C", "C", "P", "C", "C", "H", "H", "H", "H", "H", "H", "H", "H", "H", "H", "H", "H", "H", "H", "H", "H", "Cl", "C", "C", "C", "Cl", "C", "O", "C", "Cl", "C", "H", "H", "N", "C", "S", "C", "C", "C", "N", "C", "C", "H", "H", "H", "H", "H", "H"],
  "coordinates": [[-1.61, 0.87, -1.05], [-2.56, -2.27, 1.94], [-2.18, -2.34, 0.14], [-3.29, -3.74, -0.34], [-0.54, -3.19, 0.12], [-0.14, -3.98, 1.20], [1.11, -4.58, 1.24], [1.98, -4.41, 0.18], [1.59, -3.65, -0.91], [0.34, -3.03, -0.96], [-0.13, -1.96, -2.39], [1.47, -1.73, -3.26], [-0.90, -3.22, -3.50], [-2.69, -3.25, 2.39], [-3.49, -1.71, 2.05], [-1.77, -1.72, 2.46], [-3.09, -4.63, 0.26], [-3.15, -3.99, -1.39], [-4.32, -3.42, -0.20], [-0.81, -4.13, 2.04], [1.39, -5.18, 2.10], [2.96, -4.87, 0.19], [2.29, -3.53, -1.73], [1.90, -2.66, -3.63], [2.18, -1.23, -2.60], [1.29, -1.07, -4.11], [-0.27, -4.11, -3.59], [-1.04, -2.78, -4.48], [-1.88, -3.51, -3.12], [-1.70, 8.70, -1.35], [-2.03, 7.01, -1.08], [-1.40, 6.06, -1.86], [-1.67, 4.72, -1.63], [-0.84, 3.53, -2.61], [-2.57, 4.23, -0.64], [-2.79, 3.00, -0.44], [-3.16, 5.29, 0.12], [-4.27, 4.82, 1.38], [-2.91, 6.62, -0.08], [-0.70, 6.35, -2.63], [-3.40, 7.36, 0.53], [4.27, 2.78, 3.67], [4.25, 1.56, 3.12], [5.44, 0.45, 3.42], [3.12, 1.28, 2.20], [2.63, -0.01, 2.04], [1.57, -0.22, 1.18], [0.98, 0.75, 0.47], [1.46, 1.98, 0.62], [2.51, 2.30, 1.46], [5.01, 3.01, 4.30], [3.48, 3.40, 3.60], [3.08, -0.83, 2.58], [1.17, -1.22, 1.04], [0.98, 2.76, 0.03], [2.87, 3.32, 1.50]],
  "lumo_ev": -0.663,
  "orbital_gap_ev": 6.023,
  "multiplicity": 1,
  "e_homo_ha": -0.24570,
  "largest_force_ev_per_a": 0.50
}

{
  "formula": "C65H82N5",
  "method": "ωB97M-V/def2-TZVPD",
  "elements": ["C", "N", "C", "C", "C", "C", "C", "C", "C", "C", "C", "C", "C", "C", "N", "C", "C", "C", "C", "C", "C", "C", "C", "N", "C", "C", "C", "C", "C", "C", "H", "H", "H", "H", "H", "H", "H", "H", "H", "H", "H", "H", "H", "H", "H", "H", "H", "H", "H", "H", "H", "H", "H", "H", "H", "H", "H", "H", "H", "H", "H", "H", "C", "C", "C", "C", "C", "C", "C", "C", "C", "C", "C", "C", "C", "C", "N", "C", "C", "C", "C", "C", "C", "C", "C", "N", "C", "C", "C", "C", "C", "C", "C", "C", "C", "C", "C", "C", "C", "C", "C", "C", "H", "H", "H", "H", "H", "H", "H", "H", "H", "H", "H", "H", "H", "H", "H", "H", "H", "H", "H", "H", "H", "H", "H", "H", "H", "H", "H", "H", "H", "H", "H", "H", "H", "H", "H", "H", "H", "H", "H", "H", "H", "H", "H", "H", "H", "H", "H", "H", "H", "H"],
  "coordinates": [[-6.33, -0.16, -2.69], [-5.92, 0.95, -3.55], [-7.00, 1.54, -4.36], [-4.56, 1.30, -3.70], [-4.16, 2.64, -3.75], [-2.83, 2.98, -3.79], [-1.83, 1.99, -3.79], [-0.45, 2.37, -3.76], [0.61, 1.51, -3.65], [1.98, 1.87, -3.57], [2.98, 0.82, -3.58], [2.73, -0.43, -4.17], [3.67, -1.43, -4.16], [4.92, -1.23, -3.57], [5.91, -2.26, -3.58], [7.19, -2.09, -4.25], [5.76, -3.48, -2.78], [5.19, 0.02, -2.97], [4.24, 1.01, -2.98], [2.42, 3.26, -3.48], [1.74, 4.21, -2.70], [2.12, 5.53, -2.69], [3.22, 5.96, -3.44], [3.61, 7.34, -3.43], [4.79, 7.79, -2.71], [2.95, 8.33, -4.29], [3.92, 5.02, -4.20], [3.54, 3.71, -4.22], [-2.24, 0.65, -3.82], [-3.56, 0.32, -3.74], [-5.61, -0.27, -1.88], [-7.31, 0.01, -2.26], [-6.36, -1.08, -3.26], [-6.59, 2.29, -5.04], [-7.48, 0.76, -4.96], [-7.76, 2.00, -3.74], [-4.92, 3.41, -3.71], [-2.54, 4.01, -3.77], [-0.24, 3.42, -3.80], [0.39, 0.46, -3.60], [1.81, -0.60, -4.70], [3.49, -2.37, -4.64], [7.19, -1.15, -4.80], [8.00, -2.09, -3.53], [7.35, -2.91, -4.95], [4.82, -3.45, -2.23], [5.79, -4.36, -3.41], [6.58, -3.55, -2.06], [6.14, 0.15, -2.49], [4.46, 1.94, -2.48], [0.93, 3.89, -2.07], [1.60, 6.25, -2.09], [5.24, 6.95, -2.19], [5.52, 8.21, -3.40], [4.51, 8.56, -1.99], [2.15, 7.85, -4.85], [2.53, 9.13, -3.68], [3.66, 8.76, -4.99], [4.77, 5.36, -4.78], [4.07, 3.01, -4.83], [-1.51, -0.14, -3.91], [-3.87, -0.71, -3.73], [-0.76, -1.26, -1.10], [-0.98, -2.75, -1.38], [-2.49, -3.01, -1.53], [-0.30, -3.10, -2.73], [-0.37, -3.67, -0.28], [-0.49, -5.03, -0.54], [0.19, -5.96, 0.21], [1.05, -5.54, 1.19], [1.22, -4.20, 1.53], [2.52, -3.93, 2.36], [2.55, -2.74, 3.35], [3.65, -3.72, 1.33], [2.88, -5.17, 3.23], [0.39, -3.25, 0.84], [0.14, -1.92, 1.39], [-1.02, -1.44, 2.03], [-2.29, -2.00, 1.94], [-3.50, -1.33, 2.35], [-3.59, 0.06, 2.23], [-4.67, 0.75, 2.73], [-5.71, 0.06, 3.34], [-5.67, -1.32, 3.41], [-4.59, -2.02, 2.91], [-0.61, -0.37, 2.86], [-1.26, 0.28, 3.97], [-1.70, -0.47, 5.11], [-1.33, -1.92, 5.54], [-2.53, -2.60, 6.25], [-0.17, -1.79, 6.56], [-0.88, -2.88, 4.43], [-2.35, 0.21, 6.12], [-2.56, 1.57, 6.09], [-2.09, 2.29, 5.03], [-1.45, 1.70, 3.95], [-0.96, 2.75, 2.90], [-2.12, 3.72, 2.53], [-0.42, 2.20, 1.54], [0.16, 3.60, 3.55], [0.74, -0.12, 2.58], [1.16, -0.98, 1.63], [0.30, -1.05, -0.94], [-1.11, -0.65, -1.93], [-1.32, -0.94, -0.22], [-2.70, -4.06, -1.73], [-3.04, -2.72, -0.64], [-2.90, -2.44, -2.37], [-0.40, -4.16, -2.96], [-0.76, -2.55, -3.55], [0.76, -2.86, -2.71], [-1.10, -5.37, -1.35], [0.10, -7.01, -0.02], [1.63, -6.30, 1.68], [1.68, -2.72, 4.00], [3.42, -2.82, 4.01], [2.66, -1.79, 2.86], [3.60, -4.50, 0.57], [3.56, -2.76, 0.83], [4.62, -3.78, 1.81], [3.30, -5.97, 2.61], [3.65, -4.92, 3.96], [2.01, -5.55, 3.77], [-2.37, -3.02, 1.60], [-2.78, 0.59, 1.76], [-4.70, 1.83, 2.66], [-6.55, 0.61, 3.74], [-6.50, -1.85, 3.86], [-4.56, -3.09, 3.02], [-3.46, -2.41, 5.71], [-2.39, -3.68, 6.30], [-2.65, -2.26, 7.27], [0.71, -1.36, 6.10], [-0.46, -1.14, 7.38], [0.09, -2.77, 6.98], [-0.15, -2.40, 3.80], [-0.42, -3.77, 4.85], [-1.73, -3.20, 3.82], [-2.67, -0.32, 7.01], [-3.05, 2.06, 6.91], [-2.21, 3.36, 5.07], [-2.58, 4.17, 3.41], [-1.75, 4.55, 1.92], [-2.90, 3.21, 1.97], [0.66, 2.01, 1.59], [-0.92, 1.29, 1.23], [-0.55, 2.94, 0.75], [1.02, 2.98, 3.81], [0.50, 4.39, 2.88], [-0.20, 4.07, 4.47], [1.31, 0.67, 3.04], [2.11, -0.97, 1.13]],
  "lumo_ev": -4.665,
  "orbital_gap_ev": 3.139,
  "multiplicity": 1,
  "e_homo_ha": -0.28677,
  "total_charge": 1,
  "largest_force_ev_per_a": 2.09
}

{
  "formula": "C6H38NO14",
  "method": "ωB97M-V/def2-TZVPD",
  "elements": ["O", "C", "C", "C", "C", "C", "C", "N", "H", "H", "H", "H", "H", "H", "H", "H", "H", "H", "H", "H", "H", "H", "O", "H", "H", "O", "H", "H", "O", "H", "H", "O", "H", "H", "O", "H", "H", "O", "H", "H", "O", "H", "H", "O", "H", "H", "O", "H", "H", "O", "H", "H", "O", "H", "H", "O", "H", "H", "O"],
  "coordinates": [[2.01, -3.41, 0.78], [1.01, -2.80, 0.48], [1.11, -1.23, 0.59], [-0.11, -0.70, -0.20], [-1.28, -1.64, -0.21], [-2.38, -1.26, -0.92], [-3.61, -2.02, -0.88], [2.50, -0.79, 0.18], [0.31, -3.39, -0.12], [0.96, -0.95, 1.69], [-0.50, 0.25, 0.14], [0.12, -0.50, -1.24], [-1.52, -2.55, 0.32], [-2.34, -0.30, -1.41], [-4.32, -1.86, -1.69], [-3.36, -3.08, -0.87], [-4.23, -1.81, 0.02], [2.93, -0.35, 1.00], [3.02, -1.50, -0.31], [2.27, -0.02, -0.46], [1.35, 3.08, 2.40], [0.88, 1.68, 2.58], [1.20, 2.28, 1.88], [-1.40, 3.57, 0.45], [-0.36, 2.42, 0.97], [-0.84, 2.83, 0.24], [-0.65, -1.70, 3.36], [-1.88, -0.89, 2.73], [-0.90, -0.84, 3.02], [-1.58, -3.91, 1.82], [-2.50, -2.86, 2.59], [-1.61, -3.20, 2.46], [2.16, 1.51, -3.33], [1.97, 0.38, -4.30], [2.16, 1.34, -4.28], [-4.16, -0.63, 2.53], [-3.39, -0.02, 1.30], [-3.39, -0.75, 1.96], [1.32, 3.28, -0.83], [1.95, 3.68, -2.18], [1.95, 3.00, -1.50], [-3.03, 2.75, -1.45], [-1.95, 1.94, -0.65], [-2.89, 1.92, -0.99], [1.05, -0.45, -2.97], [1.30, -1.69, -3.81], [1.73, -1.16, -3.12], [3.75, 0.14, -2.87], [4.03, 1.19, -1.77], [3.54, 0.38, -1.96], [3.18, 1.63, 1.95], [3.90, 0.52, 2.79], [3.76, 0.84, 1.89], [-0.90, 0.88, 3.68], [-0.80, 2.33, 4.19], [-0.23, 1.57, 4.05], [-0.90, 0.85, -2.62], [-0.12, 1.45, -3.77], [-0.31, 0.59, -3.34]],
  "lumo_ev": -2.702,
  "orbital_gap_ev": 8.996,
  "multiplicity": 1,
  "e_homo_ha": -0.42991,
  "total_charge": 1,
  "largest_force_ev_per_a": 4.12
}

{
  "formula": "C32H35IrN5S2Se",
  "method": "ωB97M-V/def2-TZVPD",
  "elements": ["Ir", "C", "N", "C", "C", "N", "C", "C", "C", "C", "C", "C", "C", "S", "C", "C", "C", "C", "C", "C", "S", "H", "H", "H", "H", "H", "H", "H", "H", "H", "H", "H", "H", "H", "H", "H", "H", "H", "H", "C", "C", "C", "C", "C", "C", "C", "C", "C", "C", "N", "C", "C", "C", "C", "C", "N", "H", "H", "H", "H", "H", "H", "H", "H", "H", "H", "H", "H", "H", "H", "H", "H", "H", "Se", "C", "N"],
  "coordinates": [[-0.81, 0.08, 0.25], [-1.23, -2.53, 1.94], [-1.22, -1.03, 2.04], [-2.60, -0.58, 2.39], [-3.49, -0.74, 1.15], [-3.08, 0.23, 0.07], [-3.70, 1.54, 0.41], [-3.55, -0.26, -1.23], [-4.74, 0.17, -1.81], [-5.16, -0.37, -3.02], [-4.40, -1.35, -3.64], [-3.22, -1.77, -3.07], [-2.77, -1.24, -1.86], [-1.28, -1.82, -1.16], [-0.20, -0.73, 3.03], [-0.38, -0.97, 4.38], [0.66, -0.73, 5.26], [1.90, -0.28, 4.80], [2.10, -0.09, 3.45], [1.04, -0.31, 2.56], [1.28, -0.07, 0.83], [-1.66, -2.93, 2.86], [-0.20, -2.87, 1.84], [-1.78, -2.86, 1.07], [-2.56, 0.46, 2.71], [-3.00, -1.17, 3.22], [-4.53, -0.54, 1.42], [-3.44, -1.74, 0.74], [-4.76, 1.41, 0.60], [-3.57, 2.24, -0.40], [-3.23, 1.95, 1.31], [-5.35, 0.93, -1.34], [-6.08, -0.02, -3.46], [-4.72, -1.76, -4.59], [-2.60, -2.52, -3.56], [-1.34, -1.31, 4.76], [0.51, -0.88, 6.32], [2.70, -0.10, 5.50], [3.05, 0.26, 3.06], [1.22, -4.13, -2.53], [1.86, -3.69, -1.22], [3.16, -2.95, -1.42], [4.37, -3.63, -1.42], [5.57, -2.95, -1.59], [5.55, -1.58, -1.75], [4.36, -0.86, -1.78], [4.41, 0.64, -1.91], [4.74, 1.12, -3.32], [3.15, -1.57, -1.64], [1.92, -0.90, -1.62], [1.50, -0.25, -2.62], [0.37, 0.66, -2.62], [0.08, 1.46, -3.72], [-0.93, 2.35, -3.34], [-1.20, 2.06, -2.01], [-0.43, 1.04, -1.56], [0.31, -4.69, -2.36], [1.91, -4.75, -3.11], [0.97, -3.25, -3.14], [2.04, -4.57, -0.58], [1.17, -3.04, -0.69], [4.37, -4.71, -1.26], [6.51, -3.49, -1.58], [6.49, -1.04, -1.86], [5.18, 1.01, -1.22], [3.47, 1.08, -1.58], [5.69, 0.71, -3.66], [4.81, 2.21, -3.36], [3.97, 0.80, -4.03], [2.02, -0.30, -3.59], [0.57, 1.39, -4.68], [-1.39, 3.13, -3.93], [-1.89, 2.56, -1.36], [-0.53, 2.42, 1.17], [-0.93, 2.24, 2.97], [-1.22, 2.13, 4.08]],
  "s2": 0.76,
  "lumo_ev": [0.124, -2.217],
  "orbital_gap_ev": [7.532, 5.186],
  "multiplicity": 2,
  "e_homo_ha": [-0.27224, -0.27207],
  "largest_force_ev_per_a": 1.82
}

{
  "formula": "C20H18CdIN6O3Se",
  "method": "ωB97M-V/def2-TZVPD",
  "elements": ["Cd", "Se", "C", "N", "C", "C", "N", "C", "C", "C", "O", "C", "C", "C", "C", "N", "C", "H", "H", "H", "H", "H", "H", "H", "H", "H", "H", "H", "H", "H", "H", "I", "C", "C", "C", "C", "C", "C", "C", "O", "O", "H", "H", "H", "H", "N", "C", "N", "C", "N"],
  "coordinates": [[0.98, -0.91, 0.88], [1.55, -1.08, -1.58], [-0.22, -1.18, -1.81], [-1.35, -1.15, -2.03], [-1.63, 5.11, -3.84], [-2.52, 3.87, -3.72], [-2.05, 2.96, -2.69], [-1.34, 1.78, -3.15], [0.14, 2.04, -3.45], [-2.28, 3.32, -1.41], [-2.84, 4.37, -1.15], [-1.92, 2.41, -0.27], [-2.79, 2.47, 0.83], [-2.55, 1.68, 1.94], [-1.45, 0.84, 1.93], [-0.59, 0.81, 0.92], [-0.80, 1.59, -0.14], [-1.97, 5.74, -4.66], [-0.61, 4.82, -4.03], [-1.68, 5.67, -2.91], [-2.53, 3.33, -4.66], [-3.54, 4.17, -3.46], [-1.83, 1.42, -4.06], [-1.45, 0.99, -2.41], [0.27, 2.56, -4.40], [0.67, 1.09, -3.50], [0.59, 2.65, -2.66], [-3.63, 3.15, 0.78], [-3.19, 1.73, 2.80], [-1.24, 0.19, 2.76], [-0.02, 1.58, -0.89], [5.39, -7.10, 1.92], [3.61, -5.93, 1.90], [3.55, -4.81, 1.09], [2.40, -4.03, 1.12], [1.33, -4.38, 1.93], [1.42, -5.52, 2.71], [2.56, -6.30, 2.71], [0.04, -3.55, 2.02], [-0.80, -3.88, 2.85], [-0.08, -2.58, 1.20], [4.37, -4.54, 0.45], [2.36, -3.15, 0.48], [0.57, -5.79, 3.33], [2.62, -7.19, 3.32], [2.75, 0.09, 6.92], [2.62, 0.26, 5.78], [2.47, 0.59, 4.55], [2.35, 0.05, 3.44], [2.29, -0.26, 2.31]],
  "lumo_ev": 2.112,
  "orbital_gap_ev": 8.483,
  "multiplicity": 1,
  "e_homo_ha": -0.23415,
  "total_charge": -1,
  "largest_force_ev_per_a": 1.44
}

{
  "formula": "C4H3F3",
  "method": "ωB97M-V/def2-TZVPD",
  "elements": ["C", "C", "C", "C", "F", "F", "F", "H", "H", "H"],
  "coordinates": [[-0.95, -1.81, 0.08], [-1.23, -0.65, 0.27], [-1.53, 0.66, 0.46], [1.72, 0.62, -0.48], [-2.01, 1.41, -0.53], [1.72, -0.71, -0.62], [2.12, 0.94, 0.76], [-0.67, -2.82, -0.07], [-1.41, 1.19, 1.39], [2.24, 1.16, -1.26]],
  "lumo_ev": [0.106, -0.349],
  "orbital_gap_ev": [8.159, 8.823],
  "multiplicity": 1,
  "e_homo_ha": [-0.29594, -0.33707],
  "largest_force_ev_per_a": 1.03
}